--- i ---
Below is an isolated ion of composition C6H11N4 and charge +1, with properties calculated with the ωB97M-V functional and the def2-TZVPD basis.

The geometry in XYZ format:
```
21
Properties=species:S:1:pos:R:3
C -3.28 0.92 -0.04
C -1.22 0.55 -0.66
C -0.08 0.98 0.34
C 1.16 0.17 0.29
C -1.28 -1.89 -0.27
C 2.26 0.58 -0.37
N -2.29 1.49 -0.58
N -3.05 -0.43 0.21
N -1.82 -0.73 -0.25
N 3.43 -0.07 -0.45
H -4.21 1.39 0.19
H -0.81 0.49 -1.67
H -0.52 0.97 1.34
H 0.12 2.02 0.07
H 1.18 -0.74 0.87
H -0.29 -1.99 -0.67
H -1.78 -2.76 0.14
H 2.21 1.51 -0.93
H -3.65 -1.10 0.68
H 3.59 -0.87 0.14
H 4.24 0.41 -0.81
```

Summary:
Net charge ... +1
Multiplicity ... 1
Kohn-Sham gap ... 7.000 eV

=====

--- ii ---
Below is an isolated ion of composition C6H11N4 and charge +1, with properties calculated with the ωB97M-V functional and the def2-TZVPD basis.

The geometry in XYZ format:
```
21
Properties=species:S:1:pos:R:3
C 4.10 1.43 -0.40
C 3.74 0.21 -1.00
C 2.96 1.81 0.31
C -0.05 -0.43 0.19
C -1.74 -2.06 0.29
C -2.35 0.38 -0.07
N 2.49 -0.13 -0.77
N 2.01 0.83 0.00
N -1.30 -0.65 0.09
N 0.74 0.77 0.51
H 5.04 1.77 -0.51
H 4.22 -0.24 -1.78
H 2.69 2.72 0.72
H 0.61 -1.25 0.10
H -2.27 -2.16 1.18
H -2.42 -2.24 -0.44
H -0.90 -2.84 0.11
H -3.34 0.12 0.56
H -1.84 1.24 0.36
H -2.48 0.47 -1.15
H 0.29 1.73 0.58
```

Summary:
Net charge ... +1
Multiplicity ... 1
Kohn-Sham gap ... 8.841 eV

=====

--- iii ---
Below is a 2-piece molecular cluster, C6H11N4 overall, with properties calculated with the ωB97M-V functional and the def2-TZVPD basis.

The geometry in XYZ format:
```
21
Properties=species:S:1:pos:R:3
C 2.93 0.99 0.17
C 2.96 -0.44 -0.16
C 1.65 1.21 0.36
C -0.39 0.00 0.13
C -2.71 -0.52 -0.23
C -0.82 -2.24 0.20
N 1.77 -0.93 -0.28
N 0.86 0.12 0.05
N -0.48 2.94 0.10
N -1.33 -0.86 -0.02
H 3.71 1.66 0.32
H 3.68 -1.13 -0.49
H 1.18 2.26 0.52
H -3.01 -0.74 -1.28
H -2.97 0.53 -0.11
H -3.41 -1.11 0.47
H -0.23 -2.57 -0.71
H -1.63 -2.91 0.55
H 0.17 -2.15 0.85
H -1.45 2.98 0.49
H -0.50 2.88 -0.92
```

Summary:
Net charge ... +1
Multiplicity ... 1
Kohn-Sham gap (spin up / spin down) ... 8.388 / 9.189 eV

=====

Energetically preferred structure: i | next structure: +135.8 kJ/mol

=====

--- i ---
Below is a 4-piece molecular cluster, C5H20N2O3 overall, with properties calculated with the ωB97M-V functional and the def2-TZVPD basis.

The geometry in XYZ format:
```
30
Properties=species:S:1:pos:R:3
N 2.46 -1.23 -0.90
C 2.02 0.18 -0.72
C 1.21 0.45 0.57
N -0.11 -0.24 0.55
C -2.48 0.48 0.37
C -1.12 0.40 -0.35
C -1.25 -0.41 -1.62
H 2.98 -1.57 -0.12
H 1.59 -1.83 -1.01
H 2.96 0.77 -0.70
H 1.44 0.46 -1.62
H 1.10 1.57 0.71
H 1.74 0.04 1.46
H -0.42 -0.31 1.52
H -3.23 0.92 -0.26
H -2.89 -0.52 0.58
H -2.37 1.00 1.30
H -0.82 1.45 -0.64
H -0.29 -0.53 -2.17
H -1.60 -1.43 -1.43
H -1.91 0.01 -2.30
H -0.96 1.16 3.86
H -0.37 -0.22 4.18
O -0.80 0.30 3.51
H 0.03 -2.15 0.01
H -0.88 -3.33 0.42
O -0.09 -3.11 -0.10
H 0.38 3.77 -1.40
H 0.46 2.31 -1.35
O 0.43 3.09 -1.92
```

Summary:
Multiplicity ... 1
Kohn-Sham gap ... 9.219 eV

=====

--- ii ---
Below is a 4-piece molecular cluster, C5H20N2O3 overall, with properties calculated with the ωB97M-V functional and the def2-TZVPD basis.

The geometry in XYZ format:
```
30
Properties=species:S:1:pos:R:3
C -0.25 -2.14 3.23
C 0.21 -0.72 3.00
C 0.49 -0.42 1.48
C -0.76 -0.06 0.74
N -0.47 0.10 -0.68
C -1.75 0.12 -1.46
N -1.62 0.49 -2.84
H 0.57 -2.86 3.31
H -0.87 -2.43 2.38
H -0.85 -2.31 4.13
H 1.16 -0.56 3.53
H -0.53 -0.02 3.43
H 1.29 0.33 1.50
H 1.06 -1.32 1.26
H -1.13 0.88 1.18
H -1.42 -0.93 0.80
H 0.16 0.78 -1.06
H -2.44 -0.72 -1.39
H -2.30 0.94 -0.94
H -1.11 1.36 -2.93
H -1.13 -0.21 -3.37
H 1.27 2.57 -2.52
H 0.73 3.96 -2.08
O 0.70 3.28 -2.77
H 2.04 1.81 -0.12
H 2.87 2.53 0.91
O 2.94 1.93 0.18
H 0.05 -1.94 -2.26
H 0.48 -2.11 -3.78
O 0.63 -2.37 -2.87
```

Summary:
Multiplicity ... 1
Kohn-Sham gap ... 9.109 eV

=====

Energetically preferred structure: i | next structure: +43.3 kJ/mol

=====

--- i ---
Below is a 2-piece molecular cluster, C5H10O2 overall, with properties calculated with the ωB97M-V functional and the def2-TZVPD basis.

The geometry in XYZ format:
```
17
Properties=species:S:1:pos:R:3
C 2.62 -0.58 -0.33
C 1.26 -0.74 0.31
O 0.24 -0.26 -0.62
C -0.88 -0.90 -0.60
C -1.57 1.42 1.30
C -1.86 -0.40 -1.59
O -2.82 0.30 -1.37
H 2.83 0.47 -0.54
H 3.39 -0.96 0.35
H 2.68 -1.14 -1.27
H 1.00 -1.78 0.54
H 1.15 -0.13 1.21
H -1.45 0.33 1.39
H -2.38 1.60 0.59
H -1.81 1.84 2.28
H -0.65 1.86 0.91
H -1.73 -0.92 -2.57
```

Summary:
Multiplicity ... 1
Kohn-Sham gap ... 9.160 eV

=====

--- ii ---
Below is C5H10O2 in the gas phase, with properties calculated with the ωB97M-V functional and the def2-TZVPD basis.

The geometry in XYZ format:
```
17
Properties=species:S:1:pos:R:3
C 2.20 -0.33 -0.30
C 0.81 0.22 0.17
O -0.13 1.09 -0.82
C -1.42 1.16 -0.13
C -1.51 -0.14 0.69
C -0.23 -0.87 0.31
O -0.33 -1.27 -1.05
H 2.65 0.38 -0.99
H 2.13 -1.31 -0.80
H 2.92 -0.43 0.54
H 0.95 0.95 0.96
H -2.29 1.25 -0.82
H -1.45 2.06 0.50
H -1.56 0.07 1.76
H -2.37 -0.76 0.42
H -0.03 -1.72 0.99
H -0.35 -0.35 -1.42
```

Summary:
Multiplicity ... 1
Kohn-Sham gap ... 10.928 eV

=====

Energetically preferred structure: ii | next structure: +182.2 kJ/mol

=====

--- i ---
Below is a 2-piece molecular cluster, CH6N2S overall, with properties calculated with the ωB97M-V functional and the def2-TZVPD basis.

The geometry in XYZ format:
```
10
Properties=species:S:1:pos:R:3
C 0.25 -0.48 0.96
N 0.27 0.33 -0.28
N -2.45 0.67 -0.60
S -3.03 -0.58 -0.11
H 0.06 0.06 1.90
H -0.40 -1.39 0.80
H 1.28 -0.85 0.94
H -0.72 0.35 -0.55
H 0.64 1.32 -0.13
H -2.67 -0.55 1.45
```

Summary:
Multiplicity ... 1
Kohn-Sham gap ... 7.679 eV

=====

--- ii ---
Below is a 2-piece molecular cluster, CH6N2S overall, with properties calculated with the ωB97M-V functional and the def2-TZVPD basis.

The geometry in XYZ format:
```
10
Properties=species:S:1:pos:R:3
C 0.01 0.81 0.29
N 0.09 -1.73 -1.30
N 0.28 1.61 1.42
S -1.30 -1.22 -0.48
H 0.86 0.22 -0.02
H -0.50 1.35 -0.49
H -0.52 2.16 1.74
H 0.38 -2.66 -1.04
H 0.01 -1.65 -2.31
H 0.70 1.11 2.19
```

Summary:
Multiplicity ... 1
Kohn-Sham gap ... 7.872 eV

=====

Energetically preferred structure: ii | next structure: +179.2 kJ/mol

=====

--- i ---
Below is C6H8S2 in the gas phase, with properties calculated with the ωB97M-V functional and the def2-TZVPD basis.

The geometry in XYZ format:
```
16
Properties=species:S:1:pos:R:3
C -2.35 -1.57 0.91
C -1.25 0.94 -0.10
C -1.67 2.25 0.25
C 0.16 0.61 -0.16
C 0.91 -0.43 -0.73
C 2.41 -0.74 -0.51
H -2.89 -1.11 1.81
H -1.45 -2.05 1.28
H -2.76 -2.77 0.77
H -2.85 2.47 0.70
H -0.81 2.94 0.27
H 0.91 1.27 0.13
H 0.30 -1.16 -1.28
H 2.87 -1.48 -1.05
S -2.42 -0.37 -0.45
S 3.51 0.09 0.42
```

Summary:
Multiplicity ... 1
Kohn-Sham gap ... 7.372 eV

=====

--- ii ---
Below is C6H8S2 as an isolated structure, with properties calculated with the ωB97M-V functional and the def2-TZVPD basis.

The geometry in XYZ format:
```
16
Properties=species:S:1:pos:R:3
C -1.54 -0.65 0.48
C -0.12 -0.23 0.03
C 1.05 -0.41 0.94
C 1.84 -0.24 -0.35
C 1.37 1.18 -0.96
C 0.09 1.19 -0.56
H -4.07 0.05 -0.37
H -1.77 -0.32 1.62
H -1.60 -1.82 0.67
H 1.20 -1.45 1.53
H 1.34 0.42 1.65
H 2.86 -0.35 -0.49
H 2.06 2.05 -1.25
H -0.70 1.91 -0.78
S -2.65 -0.03 -0.79
S 0.61 -1.31 -1.37
```

Summary:
Multiplicity ... 1
Kohn-Sham gap ... 8.789 eV

=====

Energetically preferred structure: ii | next structure: +66.0 kJ/mol